[1]
Here is a 8-piece molecular cluster, C39H88N3O9 overall from the Open Molecules 2025 dataset. Energies are from ωB97M-V/def2-TZVPD.

Max |F| = 0.007 hartree/bohr
Electronic energy = -64758.734 eV
Molar mass = 743.1 u
Net charge = +1
HOMO-LUMO gap = 0.23987 Eh
HOMO level = -10.765 eV

The geometry in XYZ format:
```
139
Properties=species:S:1:pos:R:3:forces:R:3:mulliken_charge:R:1
O -0.7258 0.1700 -3.9151 0.0 -0.1 0.1 -0.36
O 3.5428 4.9479 5.0051 0.0 0.0 0.0 -0.45
O 5.8782 1.5480 1.5094 0.0 -0.1 0.0 -0.50
O 2.6326 -6.3928 0.8760 -0.2 0.0 -0.3 -0.54
O -4.2458 -5.9826 3.1544 0.1 0.0 -0.1 -0.36
O -4.0841 -1.9124 -8.0657 0.0 0.0 0.1 -0.37
O -1.8302 3.9492 7.1266 0.0 0.0 0.0 -0.39
O 5.0850 4.9603 -1.6101 0.0 -0.1 0.0 -0.30
O 0.5573 -5.9563 0.1396 0.1 -0.1 -0.1 -0.18
N -3.1432 -4.4861 -1.6153 0.0 0.0 0.2 0.26
N -2.5609 -3.4499 -2.1872 0.0 -0.1 -0.1 -0.66
N 3.3614 -1.4347 -1.4334 -0.2 -0.1 0.1 -0.49
C 1.9637 -1.4692 -1.0314 0.1 0.0 0.0 -0.85
C 4.2177 4.7875 -3.9080 0.1 0.0 0.0 -1.19
C -0.2396 2.5663 -3.5953 -0.1 0.0 0.0 -1.04
C -2.7717 -5.0474 -0.4739 0.2 0.1 0.1 -0.88
C -1.0314 -3.4633 -0.3188 0.1 0.2 -0.3 0.42
C 5.9091 6.0962 -1.8193 0.1 0.1 0.0 -0.40
C 0.1565 -2.7626 0.2596 -0.1 0.1 0.0 -0.79
C -1.7837 3.6206 5.7527 0.1 0.0 -0.1 -0.01
C -6.1511 -6.8291 4.4726 0.0 0.1 0.0 -1.10
C 0.1715 -5.7568 1.5025 0.0 0.0 0.1 -0.93
C -3.1255 4.0785 7.6876 0.0 0.0 0.0 -0.33
C -1.6761 -4.5533 0.2332 -0.2 -0.2 0.1 0.43
C 2.0963 3.5713 3.5734 0.0 0.1 -0.1 -0.92
C 2.7779 6.1377 4.9127 0.0 0.1 0.0 -0.33
C -2.0941 0.3219 -4.2692 -0.1 0.0 0.1 -0.21
C 4.7262 1.5089 0.6931 -0.1 -0.1 0.0 0.38
C 1.7342 6.2845 6.0060 0.0 -0.1 0.0 -0.70
C 6.0032 3.9993 1.6500 -0.1 0.0 0.0 -0.48
C 5.2182 7.4184 -1.5356 -0.1 0.0 0.0 -1.12
C -5.2012 -2.2812 -7.2808 0.0 0.0 0.0 -0.23
C -3.6962 -5.1700 4.1818 0.1 0.1 0.0 -0.42
C -5.3001 -1.6923 -10.1986 0.0 0.0 0.1 -1.07
C 1.8668 -6.3084 -0.0448 0.0 0.0 0.2 0.68
C -2.4309 4.6539 4.8451 0.0 0.0 0.1 -1.17
C -4.1369 -2.2965 -9.4319 0.0 0.0 -0.1 -0.31
C -1.2766 -5.2368 1.5120 0.2 -0.1 -0.1 -0.30
C 2.1902 -6.5313 -1.4949 0.0 -0.1 0.1 -1.01
C -5.4250 -3.7819 -7.1872 0.0 0.0 0.0 -1.17
C 2.8125 3.7413 4.9034 0.0 -0.1 0.0 -0.49
C 3.9267 4.8753 -2.4194 -0.1 0.0 0.0 -0.35
C -1.5259 -2.9689 -1.5491 0.2 0.1 0.0 -0.75
C -2.3490 0.4560 -5.7581 0.2 0.0 0.0 -1.16
C -2.6504 -5.8715 5.0319 0.0 -0.1 0.0 -1.15
C -3.9553 2.8074 7.6259 0.0 0.0 0.0 -1.03
C -4.9487 -7.1390 3.6011 -0.1 -0.1 0.0 -0.31
C 5.0066 1.4832 -0.8001 0.1 0.1 0.0 -0.81
C 0.1244 1.2540 -4.2664 0.1 0.0 0.0 -0.35
C 6.7027 2.6910 1.3329 0.1 0.1 0.0 -0.40
C 1.4077 -2.8566 -0.6558 0.0 0.1 0.0 -0.46
H -5.1986 -1.9181 -11.2602 0.0 0.0 0.0 0.40
H 4.2102 0.5904 0.9885 0.0 0.0 0.0 0.16
H -2.5758 -0.5838 -3.8934 0.0 0.0 0.0 0.18
H 0.8650 -5.0737 1.9971 0.0 0.0 -0.1 0.42
H 5.9433 8.2311 -1.5829 0.0 0.0 0.0 0.41
H -1.9606 -6.0714 1.6707 0.0 0.1 0.1 0.34
H -2.5378 1.1635 -3.7252 0.0 0.0 0.0 0.33
H -3.2398 -4.3319 3.6507 0.0 0.0 0.0 0.35
H -4.9902 -1.8765 -6.2892 0.0 0.0 0.0 0.27
H 1.1206 0.9402 -3.9520 0.0 0.0 0.0 0.35
H 1.8581 -0.8056 -0.1675 0.0 0.0 -0.1 0.49
H -1.3973 -4.5391 2.3440 0.0 -0.1 0.0 0.11
H -4.5095 -4.2835 -6.8683 0.0 0.0 0.0 0.31
H -3.1941 -1.9481 -9.8527 0.0 0.0 0.0 0.32
H 3.2481 5.7108 -2.2117 0.0 0.0 0.0 0.36
H -3.4015 1.9709 8.0545 0.0 0.0 0.0 0.29
H 4.4318 7.6366 -2.2595 0.0 0.0 0.0 0.27
H -1.8743 -0.3591 -6.3049 -0.1 0.0 0.0 0.32
H -4.2671 -7.8232 4.1171 0.0 0.0 0.0 0.32
H -2.2342 4.4069 3.8007 0.0 0.0 0.0 0.40
H -0.3111 2.4373 -2.5139 0.0 0.0 0.0 0.28
H 3.6062 -2.2082 -2.0391 0.0 0.1 -0.1 0.22
H 3.2952 4.5882 -4.4555 0.0 0.0 0.0 0.36
H 1.6698 2.5694 3.5003 0.0 0.0 0.0 0.40
H -2.1677 -5.1532 5.6949 0.0 0.0 0.0 0.40
H -2.0251 5.6453 5.0512 0.0 0.0 0.0 0.27
H -6.1098 -1.7851 -7.6405 0.0 0.0 0.0 0.31
H 7.1080 2.7150 0.3150 0.0 0.0 0.0 0.28
H -3.4196 0.4241 -5.9604 0.0 0.0 0.0 0.37
H 2.3096 6.2191 3.9244 0.0 0.0 0.0 0.27
H 5.7052 0.6817 -1.0459 0.0 0.0 0.0 0.27
H 2.7971 3.7160 2.7490 0.0 0.0 0.0 0.24
H -4.8771 2.9407 8.1929 0.0 0.0 0.0 0.39
H -3.0848 -6.6524 5.6557 0.0 0.0 0.0 0.38
H -5.3163 -0.6088 -10.0746 0.0 0.0 0.0 0.29
H 4.0787 1.3054 -1.3445 0.0 0.0 0.0 0.28
H 4.7724 7.4084 -0.5400 0.0 0.0 0.0 0.29
H -6.7118 -7.7440 4.6631 0.0 0.0 0.0 0.40
H 0.9320 5.5494 5.9166 0.0 0.0 0.0 -0.06
H 5.5609 3.9728 2.6480 0.0 0.0 0.0 0.16
H 5.4294 2.4260 -1.1513 0.0 0.0 0.0 0.10
H 4.0499 2.3391 0.9326 0.0 0.0 0.0 -0.09
H 6.7188 4.8217 1.6116 0.0 0.0 0.0 0.41
H -5.8640 -6.4138 5.4391 0.0 0.0 0.0 0.27
H 1.1499 -3.3966 -1.5723 0.1 -0.1 0.0 0.45
H 4.9239 3.9810 -4.1105 0.0 0.0 0.0 0.32
H 0.3725 -3.1178 1.2673 0.0 0.0 -0.1 0.53
H 0.5279 3.3120 -3.8044 0.0 0.0 0.0 0.29
H 2.1033 3.6426 5.7342 0.0 0.0 0.0 0.36
H -3.9420 -4.8470 -2.1233 0.0 0.0 0.0 0.30
H 0.1563 1.3754 -5.3538 0.0 0.0 0.0 0.34
H 3.5559 2.9528 5.0248 0.0 0.0 0.0 0.36
H -3.3566 -5.8887 -0.1223 0.0 0.0 -0.1 0.57
H 3.4235 3.9652 -2.0874 0.0 0.0 0.0 0.28
H 5.2163 4.2163 0.9260 0.1 0.1 0.0 -0.06
H -0.7199 3.5474 5.5182 0.0 0.0 0.0 -0.01
H 6.3231 6.0895 -2.8337 0.0 0.0 0.0 0.33
H -0.1204 -1.7050 0.3489 0.0 -0.1 0.0 0.70
H 0.2350 -6.7049 2.0391 0.0 0.1 0.0 0.58
H -2.2176 2.6288 5.5753 0.0 0.0 0.0 0.33
H 1.2780 7.2738 5.9563 0.0 0.0 0.0 0.41
H -2.9504 4.3564 8.7265 0.0 0.0 0.0 0.32
H -6.2621 -2.0874 -9.8695 0.0 0.0 0.0 0.27
H -5.2709 -7.6386 2.6872 0.0 0.0 0.0 0.31
H 2.1912 -3.4254 -0.1486 -0.1 0.0 0.0 0.47
H -1.8863 -6.3336 4.4028 0.0 0.0 0.0 0.26
H -1.0277 -2.1373 -2.0413 -0.1 0.0 0.0 0.77
H -3.5128 4.6977 4.9762 0.0 0.0 0.0 0.38
H -6.8100 -6.1153 3.9769 0.0 0.0 0.0 0.30
H -6.2140 -3.9946 -6.4642 0.0 0.0 0.0 0.39
H 1.2828 4.2890 3.4514 0.0 0.0 0.0 0.25
H -5.7309 -4.2124 -8.1409 0.0 0.0 0.0 0.29
H 2.9493 -7.3085 -1.5640 0.0 0.1 0.0 0.36
H -3.6668 4.9095 7.2215 0.0 0.0 0.0 0.30
H 3.9607 -1.4703 -0.6179 0.1 0.0 -0.1 0.25
H 2.6019 -5.6107 -1.9134 0.0 0.0 0.0 0.20
H 6.7451 5.9603 -1.1329 0.0 0.0 0.0 0.36
H -4.4770 -4.7447 4.8193 -0.1 -0.1 -0.1 0.40
H 3.5081 6.9436 4.9843 0.0 0.0 0.0 0.35
H -4.1445 -3.3884 -9.5239 0.0 0.0 0.0 0.29
H 4.6382 5.7142 -4.3000 0.0 0.0 0.0 0.32
H -4.2327 2.5457 6.6035 0.0 0.0 0.0 0.26
H -1.1897 2.9634 -3.9544 0.0 0.0 0.0 0.33
H -1.9672 1.3977 -6.1543 0.0 0.0 0.0 0.32
H 7.5440 2.5377 2.0086 0.0 0.0 0.0 0.38
H 2.1916 6.1623 6.9884 0.0 0.0 0.0 0.28
H 1.3079 -6.8142 -2.0664 0.0 0.0 0.0 0.31
H 1.3602 -1.0491 -1.8448 -0.1 0.0 0.1 -0.07
```
Positions in Å, forces in eV/Å.


[2]
Here is C28H35AsBrGePdSi2 as an isolated structure from the Open Molecules 2025 dataset. Energies are from ωB97M-V/def2-TZVPD.

Max |F| = 0.023 hartree/bohr
Electronic energy = -236208.906 eV
Molar mass = 761.6 u
Net charge = +3
HOMO-LUMO gap = 0.16120 Eh
HOMO level = -16.654 eV

The geometry in XYZ format:
```
69
Properties=species:S:1:pos:R:3:forces:R:3:mulliken_charge:R:1
Pd -0.6281 -0.0892 1.3252 -0.7 -0.1 1.0 -1.11
Br 0.1275 1.2413 3.3431 0.1 -0.1 -0.1 -0.10
As -1.1729 -1.9793 0.1169 0.5 0.1 0.1 0.35
Ge -0.9822 1.9134 -0.2053 -0.3 0.9 -0.4 0.87
Si -2.0065 -2.5019 2.4357 0.0 -0.4 -0.3 0.42
Si -0.8479 -3.3906 -2.1085 -0.2 0.2 0.1 0.26
C -0.4669 -2.7947 3.4243 0.1 -0.1 -0.1 -0.94
C 1.1652 0.1300 0.5495 0.2 -0.3 0.1 -0.11
C -1.5020 1.2021 -4.7794 0.0 0.0 0.1 -0.61
C 0.2253 -4.6622 -1.3328 0.1 -0.1 0.1 -1.09
C 3.8185 0.1587 -0.3204 0.1 0.1 0.3 -0.97
C -0.2285 1.4912 -4.2858 -0.1 0.0 0.0 -0.78
C 1.4973 -0.2770 -0.7208 0.0 -0.1 -0.3 0.84
C -2.5830 1.0696 -3.9135 0.1 0.0 0.0 -0.77
C 4.5399 1.0759 1.8534 0.1 -0.1 -0.2 -1.07
C -2.3877 1.2148 -2.5454 0.1 -0.1 -0.1 -0.49
C -0.0998 -2.2719 -3.3478 0.1 0.1 -0.1 -0.42
C -0.6998 4.3175 1.1869 0.0 0.1 0.1 -0.49
C -2.6416 -3.7491 -2.2852 -0.1 -0.1 -0.1 -1.10
C -1.1123 1.5148 -2.0494 0.0 -0.4 -0.1 0.49
C -0.0698 5.4766 1.6139 0.0 0.0 0.1 -0.77
C 4.2517 1.5662 3.0921 -0.2 0.1 0.2 -0.79
C 1.3788 3.5546 0.2047 0.2 0.1 -0.2 0.25
C -0.0298 1.6453 -2.9245 -0.1 0.1 -0.1 0.06
C -2.8665 -0.8725 2.7995 0.0 0.0 -0.1 -0.96
C 1.9349 1.1389 2.7268 -0.1 0.0 -0.1 0.80
C 1.2785 5.6662 1.3488 0.1 0.0 0.0 -0.58
C 3.5202 0.5984 1.0012 -0.1 0.0 -0.1 0.99
C 0.0261 3.3640 0.4725 0.0 -0.2 0.1 0.75
C -3.0991 -3.9748 2.2750 -0.2 0.1 0.1 -1.03
C 2.8332 -0.2412 -1.1698 -0.2 -0.1 -0.1 -1.14
C 2.0023 4.7078 0.6416 0.1 0.1 0.1 -0.83
C 2.9138 1.6180 3.5350 0.3 0.2 0.3 -0.73
C 2.1683 0.6014 1.4528 0.1 0.0 -0.3 0.56
H -0.7275 -1.4093 -3.5805 0.0 0.0 0.0 -0.01
H -3.2414 -2.8523 -2.4522 0.0 0.0 0.0 0.39
H 1.9471 2.8291 -0.3687 0.0 0.0 0.0 0.23
H -3.0403 -4.3162 -1.4423 0.0 0.0 0.0 0.38
H 4.8488 0.1724 -0.6533 0.0 0.0 0.0 0.50
H -3.9481 -3.8053 1.6104 0.0 0.0 0.0 0.36
H 0.4116 -2.2083 3.1533 0.0 0.1 0.0 0.28
H 0.9559 1.9077 -2.5571 0.0 0.0 0.0 0.37
H 0.9007 -1.9413 -3.0718 0.0 0.0 0.0 0.23
H -1.6508 1.0961 -5.8458 0.0 0.0 0.0 0.45
H 1.7694 6.5703 1.6847 0.0 0.0 0.0 0.45
H -0.3094 -5.2824 -0.6123 0.0 0.0 0.0 0.38
H 2.6718 2.0341 4.5049 0.1 0.0 0.0 0.51
H 5.5626 1.0646 1.4985 0.0 0.0 0.0 0.48
H -2.6214 0.0558 2.2530 0.0 0.1 0.0 0.31
H 0.5651 -5.3169 -2.1453 0.0 0.0 0.0 0.43
H 0.6007 1.6173 -4.9693 0.0 0.0 0.0 0.48
H 0.7150 -0.5665 -1.4080 0.1 0.0 0.0 0.44
H 0.0098 -2.8587 -4.2687 0.0 0.0 0.0 0.53
H -3.9314 -1.0093 2.5899 0.0 0.0 0.0 0.37
H -0.7192 -2.5625 4.4647 0.0 0.0 0.0 0.36
H 5.0416 1.9315 3.7334 0.0 0.0 0.0 0.47
H -1.7558 4.1834 1.3973 0.0 0.0 0.0 0.39
H 3.0494 4.8718 0.4236 0.0 0.0 0.0 0.49
H -0.1900 -3.8494 3.3706 0.0 0.0 0.0 0.35
H -2.3717 1.8309 0.4864 0.1 -0.1 0.0 -0.25
H -3.5731 0.8708 -4.3014 0.0 0.0 0.0 0.47
H -3.2393 1.1297 -1.8782 0.0 0.0 0.0 0.43
H -2.5377 -4.8447 1.9283 0.0 0.0 0.0 0.34
H -0.6315 6.2266 2.1545 0.0 0.0 0.0 0.46
H -3.5050 -4.2210 3.2631 0.0 0.0 0.0 0.38
H 3.0689 -0.5310 -2.1855 0.0 0.0 0.0 0.53
H 1.1264 -4.2520 -0.8711 0.0 0.0 0.0 0.40
H -2.7430 -0.6526 3.8627 0.0 0.0 0.0 0.42
H -2.7657 -4.3743 -3.1778 0.0 0.0 0.0 0.42
```
Positions in Å, forces in eV/Å.